(1)
Density functional theory data (ωB97M-V with the def2-TZVPD basis set) for a cluster of 3 separate species, C4H16N2O2 in total at a distorted geometry.

ORCA input file:
```
! RIJCOSX wB97M-V def2-TZVPD def2/J DEFGRID3
* xyz 2 1
H -4.8518 -3.4576 -0.1774
H 2.5671 2.1042 0.2722
C 1.3529 0.4205 -0.2962
H 4.0541 2.0615 -1.4856
H 0.0618 1.8156 0.5014
N -0.6500 0.0467 1.1619
O -3.8922 -3.4273 -0.2733
H 1.4472 -0.1821 -1.2083
H -1.5847 -0.4398 0.9373
H 1.6591 2.4313 -1.1983
H -2.6950 -1.9697 -0.0056
H 0.3672 0.9163 2.6846
H 3.7985 0.4160 -1.2477
H -3.6516 -0.7778 -0.2330
H -0.7004 -0.4418 3.2161
C -0.3611 0.1688 2.3862
H 1.8248 -0.1298 0.4999
C -0.0888 0.8330 0.0499
H -3.7493 -4.3825 -0.3230
C 2.1944 1.6651 -0.6445
O -2.8066 -1.0118 0.1636
H -0.8023 0.8325 -0.7653
H 3.1293 1.1961 -2.5006
N 3.3775 1.3127 -1.5141
*
```

HOMO energy = -0.632 Eh
LUMO = -7.4 eV

=====

(2)
Density functional theory data (ωB97M-V with the def2-TZVPD basis set) for a structure of composition C20H32N6S4SbSeTi at a distorted geometry.

ORCA input file:
```
! RIJCOSX wB97M-V def2-TZVPD def2/J DEFGRID3
* xyz 0 2
H 2.2030 5.0680 -1.7958
H 6.5950 0.4884 -3.4079
H -3.3021 -1.8890 0.7425
H 4.5839 0.2651 -0.9357
C 3.6491 4.3176 1.8507
H 6.5937 1.2064 -1.8032
H 5.9781 1.5473 0.3243
C 0.1679 5.4935 -2.3799
C 2.0232 2.3245 -0.6387
H 4.1398 0.0523 -3.4123
S -0.6920 1.6376 2.0858
H 5.0027 2.3041 -4.1866
H 0.6115 -1.3121 -2.9738
Sb 0.3622 -0.1569 3.2344
H -2.0691 -3.3197 -2.4930
C 5.0513 1.9854 -3.1428
C -2.5749 -2.4537 -2.9239
H 0.3703 5.6764 -3.4357
C 4.9525 4.1508 2.2739
S 2.0594 -0.1092 1.5786
C 5.7844 3.1702 1.7163
S -2.6674 0.5519 -0.2958
C 2.1617 -3.4604 -1.0787
C 6.4371 1.4209 -2.8610
H -2.8194 -2.9698 -0.4350
H -2.2012 -2.3373 -3.9377
N 3.2661 1.8171 -0.6489
Se 0.5633 1.6608 -1.6370
H 0.6541 4.2193 1.5484
N 1.4367 -2.6847 -0.2716
N 1.9695 3.3516 0.2231
H 1.7829 6.7607 -1.7411
H 2.9959 5.0496 2.3024
Ti -0.2461 -0.0896 0.3381
H 7.2225 2.1149 -3.1616
H 5.3373 4.7801 3.0649
H -0.1753 4.4633 -2.2882
H -0.6547 6.1480 -2.0833
H -0.0225 3.8015 -0.0077
H 2.9128 -0.1045 -1.3066
H 2.7805 -4.2452 -0.6800
H 2.3470 -3.4258 -3.2825
C 5.3399 2.3232 0.7206
H 2.9846 1.3665 -3.2959
C 1.1244 5.6611 -0.0255
H -3.6503 -2.6483 -2.9506
S -0.8246 -1.8730 1.9212
C 3.6894 0.6522 -1.4229
C 1.3995 5.7607 -1.5243
H 1.3563 -2.6350 0.7421
H 0.2487 6.2675 0.2233
C 0.8438 4.2488 0.4758
N 0.7468 -1.7609 -0.9456
C 1.9298 -3.0269 -2.3760
H -2.1808 -0.3919 -2.7125
C 1.0410 -1.9609 -2.2277
C 4.0316 2.4971 0.2866
N -3.2226 -2.0606 -0.2523
C 3.9245 0.9891 -2.8883
H 6.7941 3.0652 2.0889
C 3.2081 3.4730 0.8378
H 4.8835 2.8884 -2.5467
N -2.2654 -1.2441 -2.1842
H 1.9610 6.0879 0.5323
C -2.6998 -1.0096 -0.9200
*
```

HOMO energy (alpha / beta) = -0.252 / -0.252 Eh
LUMO (alpha / beta) = 0.3 / 0.2 eV

=====

(3)
Density functional theory data (ωB97M-V with the def2-TZVPD basis set) for a structure of composition C34H42IrN3O2PS2.

ORCA input file:
```
! RIJCOSX wB97M-V def2-TZVPD def2/J DEFGRID3
* xyz 0 2
H 0.7193 -1.4315 3.8637
H -2.9860 1.0547 3.7546
H -5.2832 -0.1027 3.6294
C 3.2675 1.4714 -0.6120
C -1.2973 2.4280 -3.1983
H -2.7428 4.0118 -6.7147
N 0.3675 -0.8111 1.2586
C -3.5232 2.9749 -2.4540
H 3.6335 1.4148 -2.7776
H 0.5285 1.2832 3.0013
C -4.4532 -1.3020 -1.0090
C -4.7306 -1.0195 3.8385
C 2.8513 -1.4353 3.9111
H -4.2444 0.7646 -0.4195
H -5.5354 -1.2719 -1.0294
H -0.2848 2.1272 -2.9624
H -0.5442 2.0908 1.8736
H -4.6633 -1.1200 4.9241
H 2.9960 3.3930 0.3182
H -3.3181 2.3534 -6.8203
H -3.3793 -3.0395 2.6056
H 6.2115 -1.1133 3.3153
H 5.4205 -0.8886 4.8738
C 3.6724 -1.3122 -1.5017
H 2.8741 -1.7083 4.9611
H 3.9762 -3.4251 -1.8167
H -4.2265 3.1066 -1.6429
C 3.4634 -2.7740 -1.1066
Ir 0.3269 -0.5676 -0.7969
C -2.8171 -2.1109 2.6127
H -0.3262 -3.1839 0.6239
C -3.3633 -0.9827 3.2113
N -1.7294 -1.4137 -0.9332
H -0.2657 -3.7604 2.2772
C 1.5468 -0.9363 1.9287
C -1.3325 0.2451 2.6783
C -3.3933 3.2752 -6.2409
O -2.8497 2.5629 0.3389
C 5.1548 -0.9458 -1.5166
C 2.7686 -0.7179 1.2527
H 1.5240 2.4229 0.2710
H 5.5502 -2.4994 4.1792
H 3.2714 -1.1753 -2.5095
H 4.3287 1.3706 -0.3541
H -4.9124 3.5099 -3.9934
C -3.7921 -2.4923 -1.3121
H 5.3349 0.0631 -1.8860
H 3.8607 -2.9710 -0.1097
C -2.2257 2.5883 -2.1751
C -1.6846 2.6520 -4.5047
H -0.9047 2.1235 3.5992
C 1.6309 -1.2812 3.2999
H -1.8359 -3.3982 -1.4538
C -0.9331 -3.3497 1.5143
H -0.9637 2.5282 -5.3045
O -0.4758 2.9739 -0.2954
H 4.9142 -0.7026 1.3640
S 0.7669 -0.8875 -2.8447
C -2.3593 -0.2509 -0.6709
H 2.4049 -3.0391 -1.1042
H -5.3131 -1.8611 3.4635
C -3.8980 3.2002 -3.7729
H -1.6937 -4.1009 1.2987
H 5.6787 -1.6393 -2.1774
C 4.0660 -1.2502 3.2343
C -3.7544 -0.1592 -0.6821
H 2.0690 2.0786 -2.3016
N -1.3872 0.6989 -0.4902
H -4.3355 -3.3861 -1.5813
C 3.1243 2.0215 -2.0264
C -2.4156 -2.5055 -1.2570
H 2.7969 2.0389 1.4376
H 5.6127 -1.0354 -0.5315
C 2.6026 2.3795 0.4196
C -0.5190 1.5029 2.7907
C 5.3807 -1.4476 3.9372
C -1.5576 -2.0803 2.0254
H 3.5354 3.0314 -2.0703
C -2.9904 3.0414 -4.8117
C -0.8452 -0.8756 2.0003
S -1.7183 2.2859 -0.5054
P 2.5923 -0.2270 -0.4626
H -4.4190 3.6343 -6.3095
C 3.9927 -0.8865 1.9047
C -2.5927 0.1729 3.2590
*
```

HOMO energy (alpha / beta) = -0.257 / -0.256 Eh
LUMO (alpha / beta) = -1.0 / -1.6 eV

=====

(4)
Density functional theory data (ωB97M-V with the def2-TZVPD basis set) for an isolated molecule of CH4BClS at a distorted geometry.

ORCA input file:
```
! RIJCOSX wB97M-V def2-TZVPD def2/J DEFGRID3
* xyz 0 1
H 1.6242 0.0493 0.9116
Cl -0.3970 2.9661 -1.4900
B -0.5734 -0.1436 -0.3071
H 1.0096 -1.7639 0.6888
H -1.1180 -1.0072 -0.9826
C 0.7460 -0.6691 0.9491
H 0.2246 -0.7208 1.7983
S -1.5161 1.2893 -1.5680
*
```

HOMO energy = -0.341 Eh
LUMO = -0.3 eV

=====

(5)
Density functional theory data (ωB97M-V with the def2-TZVPD basis set) for an isolated molecule of C6H10 at a distorted geometry.

ORCA input file:
```
! RIJCOSX wB97M-V def2-TZVPD def2/J DEFGRID3
* xyz 0 1
H -0.6037 1.4860 -0.5870
C -0.2016 0.9238 0.2665
C 0.3103 1.8997 1.3229
C -0.5106 -2.1098 -0.6869
H 1.0297 -1.3531 -2.0271
H 1.1267 2.5215 0.9351
H -0.4896 2.5728 1.6516
H -2.4150 -3.0793 0.0117
C -1.4435 -2.7202 -0.2276
H 0.6843 1.3736 2.2092
C 0.8567 -0.0470 -0.2539
H 1.2718 -0.6175 0.5912
H -1.0333 0.3370 0.6766
C 0.2785 -1.0394 -1.2946
H 1.7005 0.5127 -0.6824
H -0.5612 -0.6608 -1.9051
*
```

HOMO energy = -0.359 Eh
LUMO = 1.1 eV

=====

(6)
Density functional theory data (ωB97M-V with the def2-TZVPD basis set) for a cluster of 2 separate species, C9H12Cl2N2O2 in total at a distorted geometry.

ORCA input file:
```
! RIJCOSX wB97M-V def2-TZVPD def2/J DEFGRID3
* xyz 0 1
C -3.1621 -0.5688 0.9099
C 0.7769 -2.9651 0.4249
H 0.5660 -1.7677 -1.2494
O 1.9403 -2.7646 -0.1367
H -1.4248 0.0186 -1.7826
H -3.9458 -0.7013 1.7257
H 1.2530 0.7232 -1.6191
Cl -3.2724 1.8949 -0.3948
C 0.6845 2.5706 -0.0008
Cl 0.2756 2.7056 1.7501
H -2.3581 -2.5424 1.3234
C -2.7871 0.3032 -0.0493
N -1.6487 -1.6161 -0.3358
C -1.8322 -0.4197 -0.8266
H -0.1851 1.9261 -0.2356
H 2.4675 2.6761 -1.0877
H 0.4079 0.1774 0.4447
H 2.1105 -0.4578 1.1420
C 1.3874 -0.3537 0.2852
C 2.0539 1.9368 -0.2143
O 0.0676 -3.6757 1.0475
C 1.9283 0.5599 -0.7817
N -2.4310 -1.6995 0.7277
H 2.7332 1.9519 0.6423
H 2.9233 0.1636 -1.0091
C 0.9571 -1.7170 -0.3125
H 0.5143 3.6417 -0.3875
*
```

HOMO energy = -0.348 Eh
LUMO = 0.7 eV

=====

(7)
Density functional theory data (ωB97M-V with the def2-TZVPD basis set) for a structure of composition ClK2 at a distorted geometry.

ORCA input file:
```
! RIJCOSX wB97M-V def2-TZVPD def2/J DEFGRID3
* xyz 2 2
K 0.7725 2.3188 0.7990
Cl 0.7968 -0.5759 0.2354
K -1.5693 -1.7429 -1.0344
*
```

HOMO energy (alpha / beta) = -0.809 / -0.791 Eh
LUMO (alpha / beta) = -7.7 / -13.5 eV

=====

(8)
Density functional theory data (ωB97M-V with the def2-TZVPD basis set) for an isolated molecule of C4H7NO.

ORCA input file:
```
! RIJCOSX wB97M-V def2-TZVPD def2/J DEFGRID3
* xyz 0 1
H 2.1686 1.0206 1.0249
H -0.4988 0.7647 -1.3124
H -0.1908 -2.0818 -0.0175
N 0.6838 -1.5608 -0.0158
H -1.6385 1.4600 -0.1478
H -1.6510 -0.7682 1.1095
H 1.8222 1.1734 -0.7068
C -0.8376 0.7178 -0.2636
O 0.2111 1.1625 0.6035
C 1.6128 -0.7801 0.0465
C 1.4766 0.7154 0.2362
C -1.2581 -0.6742 0.0956
H -1.9003 -1.1493 -0.6523
*
```

HOMO energy (alpha / beta) = -0.270 / -0.265 Eh
LUMO (alpha / beta) = 0.6 / 0.6 eV

=====

(9)
Density functional theory data (ωB97M-V with the def2-TZVPD basis set) for a cluster of 5 separate species, C5H20N2O5 in total.

ORCA input file:
```
! RIJCOSX wB97M-V def2-TZVPD def2/J DEFGRID3
* xyz 0 1
H -2.4608 -0.8320 -1.4438
O 0.9989 -2.7888 -0.4236
H 1.0560 1.0687 2.2500
H 2.1204 -0.0101 -0.0975
O -0.3980 -0.4382 -3.2552
H 1.6424 2.4916 2.1747
H -0.2939 -2.3770 1.1853
H 3.3051 0.5552 -1.2870
H -2.7682 0.9546 0.6643
H -1.9821 1.4700 -1.6618
H -1.2299 1.5541 1.3004
O -0.9457 -1.9715 1.7780
O 1.6620 1.6394 1.7259
C -0.6451 -0.0266 -0.9103
C 2.2525 0.5428 -1.0248
C -1.9489 1.6508 0.4909
H 1.7598 -3.2732 -0.0897
O -0.0720 0.1451 3.2107
H 0.1913 -0.2331 4.0550
N 1.5169 -0.0836 -2.1268
H -2.3557 2.6624 0.4969
C -1.2647 1.3691 -0.8436
H -1.6107 -1.5833 1.1756
H -1.3050 -1.9570 -1.1036
H 1.3615 -2.0796 -0.9767
N -1.6780 -1.0526 -0.8440
H -0.4522 -0.6171 2.7081
H 1.9065 1.5492 -0.8029
H -0.4876 2.1076 -1.0491
H 1.9689 -0.1100 -3.0292
H 0.0037 -0.1625 -0.0439
C 0.1524 -0.1644 -2.2025
*
```

HOMO energy = -0.350 Eh
LUMO = 0.5 eV

=====

(10)
Density functional theory data (ωB97M-V with the def2-TZVPD basis set) for a structure of composition C22H19N6O5SV.

ORCA input file:
```
! RIJCOSX wB97M-V def2-TZVPD def2/J DEFGRID3
* xyz -1 4
H -1.6227 5.3834 -0.7873
O 0.9784 -1.2900 -3.1558
C 2.1155 -1.9675 2.0996
H -0.0472 4.6562 -0.4174
H -0.9239 1.2797 -1.0076
C 3.7792 4.6947 1.5213
C 4.5881 5.8347 1.2260
H -0.4851 -3.1698 -3.7229
N 1.4708 0.3096 1.5920
H -4.2360 -5.7126 -1.7809
C -4.5902 -4.7432 -2.1373
H 3.0276 0.1887 4.5701
C 2.6476 -1.5272 3.3305
C -1.5499 3.2515 -1.0682
C -1.3354 -3.0219 -3.0697
C 2.0070 0.6715 2.7434
C 2.2042 -3.3253 1.7194
H -1.9062 1.7107 0.2378
N 4.1263 3.3890 3.7264
H -5.0213 -4.8977 -3.1281
N 2.8905 4.3086 0.6443
H 2.6592 -4.0346 2.3992
V 0.5207 2.2821 1.0763
C 2.6074 -0.2064 3.6563
O -2.4750 5.0297 1.5833
C 1.0142 -1.4226 -0.0501
H 2.0002 1.7295 2.9928
O -0.7053 3.6865 1.8450
O -0.6463 0.5312 -2.7347
S -0.0284 -0.7089 -2.2977
H -2.3479 -4.8105 -3.6667
N -1.1374 2.0257 -0.3465
C 1.7445 -3.6949 0.4893
H -2.6321 3.2512 -1.2147
C -2.3807 -3.9329 -3.0301
C -1.3683 -1.8979 -2.2595
H 0.8532 -3.1050 -1.3592
C -3.4860 -2.6049 -1.3779
H -5.3869 -4.4128 -1.4714
H 3.1031 -2.2580 3.9889
C -2.4463 -1.6893 -1.4146
N 5.2581 6.7461 1.0192
C 3.9667 3.9830 2.7540
O 2.2442 3.2601 0.9861
C -3.4685 -3.7406 -2.1835
H -1.0875 3.2133 -2.0536
C 1.1706 -2.7629 -0.3865
H -2.4691 -0.8121 -0.7794
H -4.3242 -2.4372 -0.7113
C -1.4955 4.4460 1.1498
N 0.4131 -0.4639 -0.8085
C 1.5214 -1.0113 1.2375
H 1.8218 -4.7263 0.1654
C -1.1302 4.5252 -0.3327
*
```

HOMO energy (alpha / beta) = -0.185 / -0.197 Eh
LUMO (alpha / beta) = 2.2 / 2.1 eV

=====

(11)
Density functional theory data (ωB97M-V with the def2-TZVPD basis set) for a cluster of 5 separate species, C18H44N2O5 in total at a distorted geometry.

ORCA input file:
```
! RIJCOSX wB97M-V def2-TZVPD def2/J DEFGRID3
* xyz 0 1
H -1.4790 -2.8934 -2.3106
C -2.0454 -3.7942 -2.5469
H -3.3902 -5.3018 -4.5107
O 2.3872 0.8322 -2.5716
C -0.3869 -3.5297 -5.9372
C -0.8140 -4.4663 -7.0678
H -0.4109 3.0973 3.2000
C -0.4839 4.8082 5.4263
C 0.8502 -5.4315 -4.6529
H -0.6654 5.9278 3.5758
H -2.6406 -6.3221 -3.3848
H 0.4667 -4.6331 -2.6487
C -2.4096 -5.6995 -4.2492
C -1.4752 -4.5419 -3.7999
C 1.4203 3.2260 7.0191
C -0.0430 5.2507 6.8819
H -0.6269 7.0639 4.9211
H 0.1067 0.5610 6.0655
H 2.3062 3.8076 6.7644
H -2.5564 5.3245 5.7201
O -2.5824 -2.8925 -5.2347
H -3.2891 2.5222 -3.2614
H 3.0471 2.6288 4.9990
H -1.1352 -5.4154 -6.6387
H -3.0937 -3.5207 -2.6665
N -1.3445 -3.4121 -4.7904
H 6.5285 2.5233 -2.6103
H 1.5614 -3.3743 -4.8705
H -1.6832 -4.0346 -7.5642
H -0.8381 5.7393 7.4451
C -1.9861 4.4399 5.4365
H 2.4837 1.1600 5.7539
H 0.3184 -1.4629 -5.7818
H -2.2682 3.6503 6.1330
H 1.6230 -4.3807 -6.3406
H 0.3216 -6.2308 -5.1723
H -0.9822 -1.7231 -6.9273
H 1.9275 1.4071 4.1427
H 8.0163 2.3039 -2.4362
C -0.0503 -5.1115 -3.4806
O 0.4217 3.5039 3.4509
H -0.1690 -6.1269 -3.1023
C -0.2691 6.0933 4.5777
H -1.8743 -6.3258 -4.9628
H -2.3747 1.3189 -3.1739
H 1.5940 2.4297 7.7430
H 0.6707 6.0696 6.7916
O -2.6305 2.1111 -2.7015
H 2.0000 -0.0296 -2.4178
H 0.7832 4.5058 8.7186
H -1.8974 -4.5942 -1.8214
C 0.8840 2.6440 5.7396
H 0.7954 6.2932 4.4550
H 1.8376 -5.8443 -4.4465
H -2.2828 4.0646 4.4571
H -1.2279 1.7681 6.3706
H -0.4299 3.5385 8.0545
H 0.4898 -2.2364 -7.4996
C 0.4311 4.1362 7.7555
C 2.2009 1.9438 5.0512
H 1.6631 1.3657 -2.8991
C -0.0459 -2.1390 -6.5553
C 1.0363 -4.1279 -5.4574
H -0.6943 1.4816 4.9331
N 0.3751 3.7153 4.8831
H 0.0018 -4.6045 -7.7773
H -3.0799 -3.6309 -5.5937
O 7.3581 2.9932 -2.5255
C -0.2514 1.5807 5.9241
*
```

HOMO energy = -0.292 Eh
LUMO = 0.3 eV

=====

(12)
Density functional theory data (ωB97M-V with the def2-TZVPD basis set) for a structure of composition C35H45AuN7O2P.

ORCA input file:
```
! RIJCOSX wB97M-V def2-TZVPD def2/J DEFGRID3
* xyz 0 1
H -1.5924 2.3118 -4.2059
H -2.5670 5.3864 0.4557
H 2.8555 3.2886 -1.8756
C 2.1822 1.9866 0.7870
H -2.1978 -4.3196 -3.2565
H 1.9699 2.4204 -0.1782
C -4.9469 3.1222 -2.7269
H 0.2959 -2.1976 4.1127
C -2.0505 3.7338 2.5146
H 0.8754 6.1499 -3.2623
H 3.8040 2.5079 3.6999
N -0.7525 -2.3765 -0.9474
H -4.1057 4.9809 -3.4514
H -4.6814 4.8559 1.3709
H 2.8614 4.1286 -3.4038
C 3.0253 2.6198 1.7149
O -3.2455 -0.2862 -0.3292
H -4.0894 3.4908 3.1936
C -4.5101 4.0528 -3.8653
H -0.8542 2.2922 1.4544
N 1.5802 0.8578 1.0470
C -3.7581 2.2790 -2.2442
H -0.8600 -6.6285 0.7120
C -0.5681 -3.2678 0.0545
H -1.8021 -6.0287 -1.4900
H -5.0768 0.5650 0.1456
H 3.1496 0.7379 5.3317
C 2.2924 3.9967 -2.4800
H -1.4193 -1.9709 -2.8223
C 0.9531 -0.9381 2.5109
H 0.9420 -3.5779 3.0764
O -2.6456 -0.1539 1.8360
N -0.0881 3.8048 -1.8247
C 2.5412 0.2802 4.5629
H -1.6309 3.2966 3.4218
C -0.3462 5.2377 -1.7201
N -1.9294 3.4214 0.0666
C -4.0936 3.9819 1.0745
C -3.4258 3.3674 -4.6881
H -5.3628 4.3268 -4.4882
H -0.2690 3.9459 1.2866
C 2.4978 0.8534 3.2678
H -5.7423 2.4546 -3.0696
H 1.7115 -1.2282 5.8111
C -4.6158 -0.4234 0.0912
C -1.5195 -4.9925 -1.3427
C -2.9866 4.4302 0.1150
H -3.8603 2.0200 -1.1938
C -0.9041 -4.6295 -0.1257
C 0.9586 -1.3957 3.8123
H 0.3754 -5.8762 2.7374
H -0.5573 5.4700 -0.6714
H -1.5218 4.0573 -3.9429
H -1.2324 5.5396 -2.2987
H -3.7057 1.3256 -2.7845
C 0.0763 -5.1678 1.9746
H 0.8094 7.0489 -1.7604
C -3.4936 3.2807 2.3038
H -3.7965 2.3974 -5.0321
H 3.5182 3.5463 1.4550
C 0.8746 6.0418 -2.1742
H -3.3685 4.5985 -0.8861
N 0.2847 -1.4734 1.4353
C 0.9112 3.4258 -2.8287
C 3.1804 2.0451 2.9436
P -1.2843 2.7416 -1.3216
C -1.3051 -2.7438 -2.0704
H -5.3594 3.7089 -1.9014
C 0.0286 -2.8134 1.2882
C 1.7509 -0.8030 4.8161
H -3.5076 2.1993 2.1711
H -4.6734 -0.9045 1.0653
H 0.6123 3.8012 -3.8150
C -2.3589 -0.1760 0.6745
C -0.5940 -5.5906 0.8654
C 0.3843 -3.8102 2.1818
C 1.7060 0.2633 2.2628
H -4.7775 3.3057 0.5518
H -2.0247 4.8198 2.6475
C -1.1792 3.3232 1.3205
N -0.7660 1.2898 -1.2765
C -2.1593 3.1789 -3.8392
H -3.1778 3.9415 -5.5817
H 3.0277 5.9680 -1.9279
Au -0.4097 -0.0349 0.1185
H 0.9322 2.3388 -2.8898
H -5.1097 -1.0238 -0.6680
H 2.1168 5.1665 -0.6587
N -2.5154 3.0281 -2.4262
C -1.7343 -4.0600 -2.3146
C 2.1575 5.3374 -1.7397
*
```

HOMO energy = -0.246 Eh
LUMO = 0.1 eV